(1)
The following is a DFT calculation (ωB97M-V with the def2-TZVPD basis set) of 22 unconnected molecules or ions with the total composition C22H85NO23S2.

Atoms and positions in Å:
C (7.1867, 1.5962, 2.5061)
C (6.8273, 1.0863, 1.1150)
C (5.7704, 1.9657, 0.4158)
C (4.6409, 1.1156, -0.1977)
C (3.9510, 1.7513, -1.4131)
C (2.4411, 1.6586, -1.2733)
C (1.6381, 1.9840, -2.5452)
C (0.6648, 3.1274, -2.3917)
N (-0.2576, 3.0140, -1.2282)
C (-1.3115, 4.0580, -1.2409)
C (-1.3621, 4.8231, 0.0839)
C (-2.5535, 4.5267, 1.0101)
C (-3.0851, 3.1032, 0.9919)
C (-4.4887, 2.9414, 1.5903)
C (-4.9852, 1.5128, 1.3778)
C (-4.4876, 0.5178, 2.4425)
C (-3.8979, -0.7565, 1.8457)
C (-0.7513, 1.7227, -0.9638)
S (-0.4536, 0.9886, 0.4467)
S (-1.6599, 0.9691, -2.2417)
C (-2.5399, -0.4286, -1.5132)
C (-1.7037, -1.5503, -0.8968)
C (-2.2721, -2.9297, -1.1941)
C (-1.4218, -4.0129, -0.5359)
O (-2.1994, -4.7241, 0.4521)
C (-1.7775, -4.7276, 1.7133)
O (-2.4880, -5.0667, 2.6239)
H (7.6045, 2.6018, 2.4546)
H (6.2766, 1.6588, 3.1050)
H (7.8876, 0.9423, 3.0228)
H (6.4236, 0.0793, 1.2183)
H (7.7200, 1.0464, 0.4906)
H (6.2290, 2.5094, -0.4050)
H (5.3459, 2.6700, 1.1290)
H (5.0049, 0.1345, -0.4831)
H (3.8733, 0.9951, 0.5711)
H (4.2677, 2.7896, -1.5258)
H (4.2242, 1.1984, -2.3135)
H (2.2402, 0.6158, -1.0124)
H (2.1036, 2.2591, -0.4290)
H (2.3385, 2.2781, -3.3253)
H (1.1455, 1.0844, -2.9130)
H (0.1007, 3.2730, -3.3201)
H (1.2350, 4.0436, -2.2303)
H (-1.0149, 4.7496, -2.0262)
H (-2.2816, 3.6520, -1.5299)
H (-0.4100, 4.6938, 0.5879)
H (-1.4135, 5.8843, -0.1618)
H (-2.2289, 4.7302, 2.0331)
H (-3.3673, 5.2278, 0.8186)
H (-2.4182, 2.4565, 1.5656)
H (-3.1493, 2.7204, -0.0283)
H (-4.4360, 3.1782, 2.6539)
H (-5.1499, 3.6484, 1.0862)
H (-4.6334, 1.1803, 0.3993)
H (-6.0734, 1.4912, 1.3516)
H (-3.7307, 0.9886, 3.0727)
H (-5.3204, 0.2561, 3.0950)
H (-2.8546, -0.5944, 1.5666)
H (-4.4397, -1.0753, 0.9584)
H (-3.9119, -1.5785, 2.5620)
H (-3.0841, -0.8415, -2.3646)
H (-3.2875, -0.0643, -0.8097)
H (-0.6607, -1.4806, -1.1976)
H (-1.6903, -1.4178, 0.1809)
H (-3.2552, -2.9854, -0.7234)
H (-2.3818, -3.0985, -2.2604)
H (-0.9958, -4.7115, -1.2506)
H (-0.5749, -3.5429, -0.0333)
H (-0.7220, -4.4507, 1.8539)
O (-4.5236, -6.6829, 1.1907)
H (-4.1159, -6.3509, 0.3840)
H (-4.0127, -6.2544, 1.8919)
O (-6.7881, -7.5246, -0.7105)
H (-7.2698, -8.2671, -0.3280)
H (-6.2422, -7.2275, 0.0279)
O (-6.8037, -9.7214, 1.3334)
H (-7.2929, -10.4594, 1.7096)
H (-6.2444, -9.3965, 2.0467)
O (2.1173, 2.7952, -5.6397)
H (2.4701, 2.7167, -6.5315)
H (1.3794, 2.1776, -5.6128)
O (0.5024, 2.3584, 3.2420)
H (0.2648, 2.0957, 2.3394)
H (-0.3520, 2.5243, 3.6714)
O (4.4118, -1.8742, -1.5792)
H (4.8571, -1.9824, -2.4273)
H (3.6593, -2.4747, -1.6327)
O (-2.5253, -3.0217, -4.5392)
H (-2.2097, -3.0661, -5.4476)
H (-3.3325, -3.5475, -4.5417)
O (-1.7338, 1.5121, 4.8925)
H (-1.4903, 0.6216, 4.6164)
H (-1.3068, 1.6018, 5.7555)
O (1.7384, -0.2628, 4.2088)
H (1.5634, -0.6382, 3.3351)
H (1.4555, 0.6609, 4.1270)
O (3.1849, 3.2099, 2.2270)
H (3.7152, 3.4602, 2.9900)
H (2.2916, 3.1235, 2.5937)
O (-1.7762, 4.6922, -4.7878)
H (-2.2354, 3.9689, -4.3477)
H (-1.3265, 5.1647, -4.0810)
O (1.7287, 5.9131, 1.0980)
H (2.0409, 5.0329, 0.8499)
H (2.0393, 6.0146, 2.0031)
O (1.4142, -1.8242, -2.8832)
H (0.7797, -1.2438, -2.4494)
H (1.0388, -1.9834, -3.7550)
O (2.6538, -1.6766, 1.5006)
H (2.6955, -1.2485, 0.6373)
H (3.5648, -1.6401, 1.8142)
O (5.2691, -3.2057, 1.5455)
H (5.2515, -4.0974, 1.1855)
H (5.4729, -3.3234, 2.4796)
O (0.9952, -6.5672, -1.9603)
H (1.1023, -6.6908, -1.0119)
H (0.0773, -6.7953, -2.1382)
O (-6.6797, -1.1848, -0.0242)
H (-7.4302, -0.8406, -0.5191)
H (-7.0666, -1.7701, 0.6351)
O (-5.3648, -0.0868, -3.5981)
H (-5.8393, -0.7924, -3.1456)
H (-4.8465, 0.3335, -2.9044)
O (7.7570, 3.8327, -1.7764)
H (8.0008, 4.0817, -2.6735)
H (8.5589, 3.9611, -1.2600)
O (0.8300, 1.2927, 6.3603)
H (1.0928, 0.4131, 6.0536)
H (1.2206, 1.3942, 7.2331)
O (7.0357, -2.6623, -3.6196)
H (7.3562, -3.5580, -3.7646)
H (7.2628, -2.4708, -2.7025)

Properties
maximum force	0.9	eV/Å
molecular weight	796.0	g mol⁻¹
energy relative to the best compared isomer or geometry (same formula, charge and spin)	0.0	kJ/mol
LUMO level	-0.3972	eV
Kohn-Sham gap	8.33	eV

These are the Löwdin partial charges, in e, on atoms 1 to 5: atom 1 (C): -0.12, atom 2 (C): -0.25, atom 3 (C): -0.20, atom 4 (C): -0.21, atom 5 (C): -0.19

---

(2)
The following is a DFT calculation (ωB97M-V with the def2-TZVPD basis set) of a single C5H3ClOS molecule in a non-equilibrium geometry.

Atoms and positions in Å:
C (-1.0790, 0.1962, 0.3285)
C (-0.0724, 1.2412, 0.8791)
C (-0.4883, -0.3487, -0.9483)
C (0.8126, -0.9328, -0.8090)
C (1.9083, -1.3675, -0.5241)
H (-2.0640, 0.7109, 0.1578)
H (0.9842, 0.9263, 1.0420)
H (2.8941, -1.7580, -0.3813)
O (-0.4411, 2.3725, 0.9330)
S (-1.1467, -0.1128, -2.3709)
Cl (-1.3078, -0.9275, 1.6932)

Properties
maximum force	1.3	eV/Å
molecular weight	146.6	g mol⁻¹
energy relative to the best compared isomer or geometry (same formula, charge and spin)	217.3	kJ/mol
LUMO level	-1.5262	eV
Kohn-Sham gap	7.95	eV

These are the Löwdin partial charges, in e, on atoms 1 to 5: atom 1 (C): -0.69, atom 2 (C): -0.31, atom 3 (C): -0.86, atom 4 (C): -0.19, atom 5 (C): 0.17

---

(3)
The following is a DFT calculation (ωB97M-V with the def2-TZVPD basis set) of a molecular structure, C29H44BF2MnN2O3Se in a non-equilibrium geometry.

Atoms and positions in Å:
Mn (-2.2963, -1.6508, -1.6479)
C (3.4079, -0.7491, 3.9323)
C (3.2981, -1.9958, 3.0401)
C (4.5221, -2.0230, 2.1212)
C (3.3292, -3.2583, 3.9141)
C (1.9922, -1.9411, 2.2496)
C (1.9376, -1.9101, 0.8639)
C (0.7232, -1.8241, 0.2063)
Se (0.7800, -1.7793, -1.7322)
C (0.7292, 0.1448, -1.9394)
C (1.9082, 0.8548, -1.8118)
C (1.9057, 2.2418, -1.8695)
C (0.6587, 2.8525, -1.9822)
C (-0.5505, 2.1791, -2.0963)
C (-0.5328, 0.7539, -2.1795)
O (-1.5727, 0.0336, -2.4728)
C (-1.8274, 3.0427, -2.1125)
C (-3.1461, 2.2624, -2.0648)
C (-1.8415, 3.9056, -3.3837)
C (-1.8172, 3.9553, -0.8732)
C (3.1716, 3.0918, -1.7951)
C (4.4338, 2.2285, -1.7246)
C (3.2688, 3.9744, -3.0490)
C (3.1318, 3.9779, -0.5406)
C (-0.5267, -1.7608, 0.8808)
O (-1.6348, -1.6219, 0.2216)
C (-0.4701, -1.8354, 2.3075)
C (0.7735, -1.9076, 2.9205)
C (-1.6929, -1.8266, 3.2494)
C (-3.0713, -1.8096, 2.5772)
C (-1.6495, -3.0891, 4.1271)
C (-1.6119, -0.5797, 4.1462)
H (4.3516, -0.7531, 4.4869)
H (3.3679, 0.1512, 3.3165)
H (2.5886, -0.7015, 4.6511)
H (5.4320, -2.0714, 2.7244)
H (4.5008, -2.8940, 1.4638)
H (4.5662, -1.1221, 1.5064)
H (4.2777, -3.3241, 4.4564)
H (2.5186, -3.2570, 4.6443)
H (3.2215, -4.1480, 3.2912)
H (2.8312, -1.9454, 0.2561)
H (2.8201, 0.2929, -1.6566)
H (0.6280, 3.9374, -1.9680)
H (-3.2824, 1.6478, -2.9499)
H (-3.1878, 1.6111, -1.1920)
H (-3.9742, 2.9766, -1.9997)
H (-1.8478, 3.2629, -4.2662)
H (-2.7339, 4.5389, -3.4067)
H (-0.9613, 4.5489, -3.4404)
H (-1.7632, 3.3473, 0.0318)
H (-0.9666, 4.6380, -0.8709)
H (-2.7319, 4.5542, -0.8357)
H (4.4962, 1.5549, -2.5813)
H (5.3178, 2.8706, -1.7269)
H (4.4486, 1.6310, -0.8111)
H (3.2676, 3.3487, -3.9436)
H (2.4238, 4.6607, -3.1173)
H (4.1901, 4.5650, -3.0373)
H (3.0436, 3.3518, 0.3492)
H (4.0434, 4.5779, -0.4585)
H (2.2760, 4.6545, -0.5615)
H (0.7970, -1.9407, 4.0051)
H (-3.2011, -2.6589, 1.9107)
H (-3.8391, -1.8569, 3.3577)
H (-3.2237, -0.9010, 1.9998)
H (-1.6916, -3.9793, 3.4968)
H (-0.7382, -3.1418, 4.7249)
H (-2.5052, -3.1041, 4.8086)
H (-1.6056, 0.3203, 3.5285)
H (-2.4758, -0.5332, 4.8165)
H (-0.7065, -0.5784, 4.7557)
N (-4.5297, -2.4448, -4.1023)
C (-5.1808, -2.1328, -2.9464)
N (-6.5114, -2.4601, -2.9012)
O (-4.6407, -1.5700, -1.9973)
H (-4.8981, -3.2140, -4.6367)
H (-3.5292, -2.4952, -3.9445)
H (-6.9969, -2.6139, -3.7668)
H (-7.0391, -2.0600, -2.1469)
F (-3.1859, -4.7192, -2.4684)
B (-2.1692, -3.8175, -2.2125)
F (-1.0214, -4.5409, -2.1191)

Properties
maximum force	1.1	eV/Å
2S+1	6
molecular weight	651.4	g mol⁻¹
energy relative to the best compared isomer or geometry (same formula, charge and spin)	35.6	kJ/mol
<S²>	8.7585
LUMO level (spin up / spin down)	2.5189 / 2.4943	eV
Kohn-Sham gap (spin up / spin down)	6.51 / 6.78	eV
total charge	-1

These are the Löwdin partial charges, in e, on atoms 1 to 5: atom 1 (Mn): 0.80, atom 2 (C): -0.05, atom 3 (C): -0.56, atom 4 (C): -0.07, atom 5 (C): -0.05